{"formula": "C21H28ClN3O2", "method": "ωB97M-V/def2-TZVPD", "symbols": ["C", "C", "O", "C", "O", "C", "C", "C", "C", "C", "C", "Cl", "C", "C", "C", "C", "N", "C", "C", "C", "N", "C", "C", "C", "N", "C", "C", "H", "H", "H", "H", "H", "H", "H", "H", "H", "H", "H", "H", "H", "H", "H", "H", "H", "H", "H", "H", "H", "H", "H", "H", "H", "H", "H", "H"], "coordinates": [[-2.57927, -3.04080, -2.00870], [-2.87419, -2.47744, -0.62849], [-1.96646, -1.41174, -0.34534], [-1.32696, -1.41513, 0.82295], [-1.45106, -2.27672, 1.65668], [-0.47008, -0.16724, 1.01153], [-1.35858, 0.84833, 1.77755], [-2.67679, 1.07977, 1.09941], [-3.77760, 0.29249, 1.41869], [-4.98502, 0.45444, 0.76486], [-5.09680, 1.42138, -0.22080], [-6.60168, 1.62556, -1.05127], [-4.01998, 2.22950, -0.54375], [-2.81865, 2.05440, 0.11936], [0.75035, -0.51629, 1.86884], [1.72027, -1.40717, 1.09921], [2.16423, -0.73366, -0.10477], [3.25820, -1.41522, -0.77023], [4.09578, -0.46394, -1.62744], [4.77661, 0.63012, -0.80045], [3.83494, 1.59210, -0.29971], [3.50150, 1.82936, 0.98082], [2.56460, 2.83752, 0.97186], [2.39818, 3.14138, -0.38516], [3.17255, 2.38087, -1.13564], [1.03453, -0.50245, -0.98426], [0.01658, 0.41475, -0.31527], [-2.64159, -2.25115, -2.75294], [-3.30273, -3.81440, -2.24930], [-1.58083, -3.47042, -2.03858], [-3.88436, -2.05642, -0.58857], [-2.77044, -3.24373, 0.14685], [-0.80523, 1.78561, 1.85714], [-1.52886, 0.45745, 2.78285], [-3.68840, -0.46381, 2.18526], [-5.83415, -0.16198, 1.01680], [-4.12153, 2.98585, -1.30624], [-1.98094, 2.68857, -0.12925], [0.42842, -1.03503, 2.77271], [1.26175, 0.40619, 2.14557], [2.59156, -1.61260, 1.72712], [1.22961, -2.37152, 0.87240], [3.90582, -1.84712, -0.00154], [2.89612, -2.24597, -1.40262], [3.47529, 0.01961, -2.38119], [4.86472, -1.04516, -2.13888], [5.49807, 1.15553, -1.43547], [5.30293, 0.19310, 0.05104], [3.94058, 1.28327, 1.79103], [2.07868, 3.29194, 1.81170], [1.75996, 3.87636, -0.83558], [1.39168, -0.01967, -1.89518], [0.55025, -1.45613, -1.26715], [-0.82250, 0.57542, -0.99112], [0.50095, 1.37202, -0.11736]], "nbo_charge": [-0.622, -0.082, -0.527, 0.833, -0.621, -0.141, -0.398, -0.030, -0.209, -0.222, -0.048, 0.000, -0.243, -0.149, -0.395, -0.215, -0.466, -0.207, -0.412, -0.201, -0.155, -0.026, -0.357, -0.067, -0.280, -0.213, -0.419, 0.213, 0.217, 0.210, 0.188, 0.210, 0.221, 0.223, 0.224, 0.227, 0.227, 0.209, 0.229, 0.214, 0.199, 0.168, 0.191, 0.171, 0.222, 0.213, 0.216, 0.203, 0.215, 0.225, 0.208, 0.211, 0.161, 0.231, 0.228], "smiles": "CCOC(=O)C1(Cc2ccc(Cl)cc2)CCN(CCCn2cccn2)CC1", "mol_weight_g_mol": 389.9, "relative_energy_ev": 0.755, "energy_ev": -43319.827}

=====

{"formula": "C21H28ClN3O2S", "method": "ωB97M-V/def2-TZVPD", "symbols": ["C", "C", "C", "C", "S", "O", "O", "N", "C", "C", "C", "C", "N", "C", "C", "C", "C", "C", "C", "C", "C", "N", "C", "C", "C", "C", "C", "Cl", "H", "H", "H", "H", "H", "H", "H", "H", "H", "H", "H", "H", "H", "H", "H", "H", "H", "H", "H", "H", "H", "H", "H", "H", "H", "H", "H", "H"], "coordinates": [[1.38063, 4.05898, -0.68393], [2.14340, 2.79281, -0.46251], [1.68719, 1.57132, -0.93817], [2.40507, 0.40690, -0.74263], [1.72443, -1.10725, -1.42502], [0.44107, -0.77971, -1.98809], [2.68673, -1.73312, -2.28475], [1.59542, -2.04399, -0.04285], [1.75706, -3.47566, -0.19710], [0.46346, -4.16267, -0.63266], [-0.67056, -3.79810, 0.32340], [-0.83873, -2.27203, 0.34037], [-2.01832, -1.87537, 1.08599], [-1.87031, -1.79057, 2.52005], [-2.77634, -0.79109, 0.49655], [-2.01738, 0.53043, 0.29960], [-2.90669, 1.64728, -0.16385], [-2.44882, 2.96525, -0.13133], [-3.27499, 3.97502, -0.58713], [-4.53726, 3.64322, -1.05801], [-4.90297, 2.30785, -1.04167], [-4.11546, 1.33847, -0.60928], [0.49587, -1.65740, 0.81407], [3.62117, 0.40508, -0.07071], [4.40220, -0.85090, 0.12128], [4.08351, 1.62237, 0.41680], [3.35630, 2.78548, 0.22560], [3.98528, 4.26679, 0.85233], [0.48461, 3.86875, -1.26773], [1.10114, 4.50585, 0.26997], [1.99977, 4.78232, -1.21289], [0.75985, 1.50859, -1.48691], [2.54336, -3.62037, -0.93837], [2.09294, -3.87523, 0.76683], [0.61602, -5.24308, -0.65635], [0.21200, -3.82637, -1.64053], [-1.60633, -4.25659, 0.00355], [-0.43931, -4.16369, 1.32652], [-0.99052, -1.95081, -0.69381], [-1.28425, -0.92638, 2.86702], [-1.39514, -2.69862, 2.88668], [-2.86347, -1.72724, 2.96517], [-3.14285, -1.12355, -0.47711], [-3.64745, -0.61138, 1.12980], [-1.53062, 0.83241, 1.23124], [-1.24016, 0.38317, -0.45658], [-1.46183, 3.18315, 0.24920], [-2.94441, 5.00431, -0.57498], [-5.21482, 4.39915, -1.42301], [-5.87703, 1.98962, -1.39100], [0.45951, -0.56716, 0.80677], [0.73329, -1.99402, 1.82855], [5.42149, -0.62905, 0.42642], [3.93035, -1.46905, 0.88339], [4.40949, -1.42138, -0.80397], [5.02340, 1.66722, 0.94576]], "nbo_charge": [-0.634, -0.047, -0.169, -0.374, 2.326, -0.953, -0.941, -0.688, -0.228, -0.420, -0.396, -0.074, -0.453, -0.411, -0.196, -0.472, 0.237, -0.258, -0.165, -0.271, 0.049, -0.445, -0.250, 0.129, -0.669, -0.259, -0.001, 0.012, 0.221, 0.226, 0.232, 0.245, 0.239, 0.194, 0.214, 0.209, 0.223, 0.187, 0.231, 0.158, 0.197, 0.205, 0.209, 0.204, 0.206, 0.232, 0.211, 0.215, 0.219, 0.191, 0.221, 0.204, 0.216, 0.233, 0.251, 0.227], "smiles": "Cc1cc(S(=O)(=O)N2CCC[C@@H](N(C)CCc3ccccn3)C2)c(C)cc1Cl", "mol_weight_g_mol": 422.0, "relative_energy_ev": 0.547, "energy_ev": -54154.521}

=====

{"formula": "C21H28ClN3O2Tb", "method": "ωB97M-V/def2-TZVPD", "symbols": ["Tb", "Cl", "N", "N", "C", "C", "C", "C", "C", "C", "H", "H", "H", "H", "H", "H", "C", "C", "C", "C", "H", "H", "H", "H", "H", "H", "O", "H", "H", "O", "H", "H", "C", "C", "C", "H", "H", "C", "C", "H", "C", "C", "C", "C", "H", "C", "H", "H", "H", "H", "H", "H", "H", "H", "N", "C"], "coordinates": [[-0.34394, -0.59600, 0.29810], [-1.42539, 1.56682, -0.13903], [-1.03320, -1.14787, -1.56627], [-0.03137, 0.12643, 2.20348], [-0.37625, -0.96109, -2.64577], [0.98583, 0.82238, 2.53894], [-2.42830, -1.57521, -1.95437], [-2.47035, -1.02798, -3.38024], [-3.52457, -0.99397, -1.09345], [-2.46839, -3.09904, -1.97185], [-3.44689, 0.08592, -1.03188], [-3.47379, -1.40267, -0.08991], [-4.49128, -1.26250, -1.51954], [-1.72502, -3.50146, -2.65911], [-3.45267, -3.43386, -2.29883], [-2.27356, -3.49393, -0.98198], [-1.01850, 0.18669, 3.34453], [-0.52434, 1.45513, 4.03888], [-0.78857, -1.02852, 4.23507], [-2.46277, 0.31076, 2.91865], [-2.59654, 1.12934, 2.21977], [-3.07885, 0.48706, 3.80048], [-2.80161, -0.60642, 2.44925], [0.23761, -1.05628, 4.59995], [-0.98651, -1.94244, 3.68827], [-1.45594, -0.98055, 5.09544], [0.88188, 1.53990, 3.66956], [-0.58802, 1.41103, 5.12092], [-1.01485, 2.35198, 3.66159], [-1.07279, -1.00211, -3.79301], [-2.84128, -0.00429, -3.42168], [-3.01538, -1.66043, -4.07293], [1.07862, -0.76884, -2.73846], [2.27825, 0.85650, 1.83817], [2.21685, 1.09014, 0.35289], [2.75263, -0.11595, 2.00830], [2.90098, 1.59296, 2.32906], [1.38401, 0.33503, -0.47814], [1.64399, 0.30771, -1.85169], [0.85747, -1.59096, 0.32258], [2.54946, 1.21556, -2.41796], [3.23639, 2.07758, -1.57954], [2.81436, 1.27973, -3.89475], [3.12635, 2.00266, -0.20111], [3.91824, 2.79851, -2.01302], [3.99498, 2.89087, 0.64232], [4.54172, 3.58998, 0.01460], [4.73416, 2.32634, 1.21246], [3.41660, 3.47925, 1.35440], [3.31338, 0.38305, -4.26529], [3.46101, 2.12258, -4.12510], [1.90028, 1.40507, -4.47468], [1.32828, -0.59855, -3.77766], [1.54029, -1.72010, -2.45504], [-2.24891, -3.26266, 1.69436], [-1.63377, -2.39329, 1.24028]], "lowdin_charge": [0.715, 0.004, -0.042, -0.043, -0.345, -0.344, -0.512, -0.070, -0.060, -0.021, 0.029, 0.051, 0.090, 0.091, 0.087, 0.052, -0.512, -0.071, -0.021, -0.060, 0.031, 0.090, 0.049, 0.090, 0.053, 0.087, 0.035, 0.128, 0.134, 0.036, 0.134, 0.128, -0.052, -0.051, -0.205, 0.144, 0.103, -0.313, -0.205, -0.125, -0.233, -0.039, -0.066, -0.233, 0.097, -0.067, 0.065, 0.078, 0.078, 0.078, 0.065, 0.078, 0.103, 0.142, -0.047, -0.405], "spin_multiplicity": 7, "mol_weight_g_mol": 548.9, "charge": -1, "s_squared": 12.67, "energy_ev": -65751.864}

=====

{"formula": "C21H28ErF5O2", "method": "ωB97M-V/def2-TZVPD", "symbols": ["O", "C", "C", "H", "H", "C", "H", "H", "C", "H", "H", "H", "C", "H", "H", "H", "Er", "C", "C", "C", "H", "C", "C", "H", "H", "H", "H", "C", "C", "C", "H", "C", "C", "H", "H", "H", "H", "O", "C", "C", "H", "H", "C", "H", "H", "C", "H", "H", "H", "H", "F", "C", "F", "C", "F", "F", "F"], "coordinates": [[0.98628, -0.41835, -4.67475], [1.60061, 0.63898, -5.51900], [1.51405, -0.06571, -6.84621], [2.62941, 0.84490, -5.18378], [0.90940, 1.47748, -5.45035], [1.09471, -1.22796, -5.93017], [2.43841, -0.14740, -7.41139], [0.69812, 0.28858, -7.47111], [2.23052, -2.20963, -5.92643], [3.18284, -1.67286, -5.93093], [2.17016, -2.79376, -6.84723], [2.14586, -2.89924, -5.08754], [-0.20635, -1.90374, -6.28108], [-1.04359, -1.20888, -6.36200], [-0.45621, -2.68766, -5.56062], [-0.04104, -2.37826, -7.24762], [0.24216, -0.44201, -1.59016], [-0.99225, -0.87674, 0.60873], [-1.14928, 0.54340, 0.58619], [-2.01563, 0.88156, -0.48484], [-0.82295, 1.21198, 1.37757], [-2.41628, -0.31346, -1.13230], [-1.80192, -1.40953, -0.44980], [-2.04897, -2.47985, -0.57587], [-0.51543, -1.42851, 1.42360], [-2.36739, 1.91078, -0.69673], [-3.18043, -0.42566, -1.91736], [1.48357, -2.29811, -0.57217], [0.59624, -2.86364, -1.53710], [0.97345, -2.40609, -2.80094], [-0.20589, -3.56176, -1.28171], [2.11781, -1.55446, -2.65314], [2.42013, -1.45201, -1.26919], [3.27193, -0.98232, -0.81643], [1.56921, -2.54020, 0.47582], [0.47743, -2.55774, -3.77940], [2.67515, -1.08232, -3.45142], [-0.65090, 2.51821, -5.31707], [-1.99375, 2.36604, -4.70669], [-2.67873, 3.61685, -5.23703], [-2.06892, 2.43233, -3.59618], [-2.41038, 1.41370, -5.04749], [-1.57250, 4.70216, -5.02399], [-3.63357, 3.81885, -4.73499], [-2.76902, 3.49537, -6.32684], [-0.27838, 3.86920, -4.92992], [-1.76073, 5.21263, -4.07852], [-1.45737, 5.34517, -5.90252], [0.08373, 3.90773, -3.88858], [0.48391, 4.22079, -5.64347], [0.64941, 2.64667, -0.03939], [1.38246, 1.49282, -0.17132], [2.38829, 1.75794, -1.08863], [2.08582, 1.24800, 1.16852], [3.10410, 2.10253, 1.39654], [1.21365, 1.29109, 2.21008], [2.66521, 0.02054, 1.15284]], "nbo_charge": [-0.586, -0.090, -0.472, 0.177, 0.251, 0.293, 0.215, 0.211, -0.640, 0.212, 0.221, 0.225, -0.625, 0.218, 0.210, 0.219, 1.618, -0.391, -0.254, -0.340, 0.254, -0.361, -0.384, 0.238, 0.246, 0.235, 0.236, -0.357, -0.343, -0.338, 0.244, -0.378, -0.346, 0.263, 0.250, 0.228, 0.256, -0.555, -0.085, -0.421, 0.172, 0.200, -0.436, 0.217, 0.207, -0.082, 0.213, 0.216, 0.179, 0.195, -0.373, 0.212, -0.375, 0.900, -0.327, -0.330, -0.337], "spin_multiplicity": 4, "mol_weight_g_mol": 574.7, "s_squared": 3.75, "energy_ev": -67531.961}

=====

What is the formula in the third record?
C21H28ClN3O2Tb